{
  "formula": "C37H29N5STc",
  "method": "ωB97M-V with the def2-TZVPD basis set",
  "spin_multiplicity": 4,
  "homo_ev": [-12.8334, -13.1851],
  "charge": 2,
  "gap_ev": [5.67, 4.19],
  "de_lowest_kj_mol": 108.09,
  "energy_ha": -2179.532455,
  "elements": ["Tc", "N", "C", "C", "C", "C", "C", "C", "C", "C", "C", "C", "C", "C", "N", "C", "C", "C", "C", "N", "H", "H", "H", "H", "H", "H", "H", "H", "H", "H", "C", "C", "C", "C", "C", "C", "C", "C", "C", "C", "C", "C", "C", "C", "H", "H", "H", "H", "H", "H", "H", "H", "H", "H", "H", "N", "C", "S", "N", "C", "C", "C", "C", "C", "C", "H", "H", "H", "H", "H", "H", "H", "H"],
  "xyz": [[0.5930, 1.0338, 1.0851], [-2.1308, -1.8989, -8.4440], [-1.8099, -1.5679, -7.3924], [-1.4110, -1.1565, -6.0791], [-2.2731, -0.3854, -5.3015], [-1.8816, 0.0160, -4.0362], [-0.6370, -0.3625, -3.5357], [0.2165, -1.1412, -4.3149], [-0.1616, -1.5311, -5.5868], [-0.2308, 0.0552, -2.1734], [-0.1827, 1.4224, -1.8855], [-0.3931, 2.5103, -2.7855], [-0.2859, 3.6708, -2.0615], [-0.0030, 3.2861, -0.7343], [0.0706, 1.9517, -0.6209], [0.0733, -0.9378, -1.2396], [-0.0659, -2.3518, -1.3886], [0.3127, -2.9281, -0.2049], [0.6773, -1.8685, 0.6568], [0.5314, -0.6846, 0.0520], [-3.2421, -0.1057, -5.6911], [-2.5524, 0.6129, -3.4308], [1.1873, -1.4303, -3.9313], [0.5020, -2.1216, -6.2032], [-0.5986, 2.4085, -3.8385], [-0.3940, 4.6841, -2.4114], [0.1418, 3.9271, 0.1247], [-0.4148, -2.8455, -2.2809], [0.3414, -3.9755, 0.0464], [1.0245, -1.9322, 1.6803], [-6.1115, 0.0894, 3.4663], [-5.0243, 0.6232, 4.1525], [-3.8125, 0.7895, 3.5121], [-3.6711, 0.4248, 2.1660], [-4.7805, -0.0887, 1.4815], [-5.9891, -0.2634, 2.1293], [-2.4267, 0.5527, 1.4355], [-1.1978, 0.8311, 1.9121], [-0.5439, 0.9547, 3.2034], [-0.4204, -0.0741, 4.1627], [0.4366, 0.0843, 5.2270], [1.2369, 1.2298, 5.3480], [1.1777, 2.2257, 4.3999], [0.2897, 2.0891, 3.3268], [-7.0570, -0.0414, 3.9754], [-5.1315, 0.9179, 5.1877], [-2.9850, 1.2315, 4.0515], [-4.6859, -0.3550, 0.4352], [-6.8382, -0.6648, 1.5931], [-2.5121, 0.4151, 0.3596], [-1.0280, -0.9651, 4.0625], [0.5002, -0.6873, 5.9830], [1.9021, 1.3258, 6.1956], [1.7906, 3.1129, 4.4841], [0.1235, 2.9379, 2.6554], [3.9067, 2.7994, -0.4670], [3.6616, 1.5940, 0.0467], [2.9543, 1.5458, 1.6332], [3.9912, 0.5321, -0.6738], [3.8993, -0.8561, -0.3417], [4.2806, -1.3323, 0.9051], [4.2245, -2.6975, 1.1469], [3.8313, -3.5760, 0.1471], [3.4901, -3.0904, -1.1073], [3.5162, -1.7268, -1.3529], [3.7307, 3.6089, 0.1039], [4.4435, 2.9280, -1.3119], [4.3689, 0.7107, -1.5955], [4.6414, -0.6585, 1.6675], [4.5291, -3.0776, 2.1129], [3.8207, -4.6407, 0.3383], [3.2102, -3.7727, -1.8989], [3.2540, -1.3404, -2.3318]]
}